C4H19NO5 | ωB97M-V/def2-TZVPD

Each line ends with the Löwdin charge.
Atoms and positions in Å:
O: -1.92868 -6.74932 -3.68580  -0.056
H: -1.28864 -7.45977 -3.72861  0.029
H: -2.74766 -7.14590 -3.98283  0.029
O: -1.38932 -3.38630 -0.40227  -0.043
H: -0.58878 -2.93195 -0.66481  0.014
H: -1.51888 -4.05324 -1.07654  0.030
O: 1.45657 -1.90474 -2.25411  -0.047
H: 1.51356 -2.74956 -2.70049  0.032
H: 1.05687 -1.31972 -2.89770  0.033
O: -4.69334 -2.02104 -0.89392  -0.053
H: -3.90262 -2.54594 -0.76961  0.004
H: -5.03454 -2.29872 -1.74404  0.026
C: 2.02653 2.25788 3.05567  -0.059
C: 1.26917 1.93937 1.75141  -0.436
C: 1.72347 2.72282 0.49354  -0.168
O: 1.55716 4.17494 0.62496  -0.175
C: 0.14494 4.49407 0.62456  -0.112
N: 1.19869 0.46420 1.49192  0.035
H: 2.03724 3.33058 3.24878  0.076
H: 3.01300 1.80246 3.14279  0.074
H: 1.50690 1.73268 3.85708  0.067
H: 0.24020 2.17745 2.02093  0.109
H: 1.17854 2.32533 -0.36272  0.107
H: 2.75214 2.46635 0.24025  0.126
H: 0.05381 5.57990 0.65218  0.081
H: -0.44458 4.14991 1.47433  0.078
H: -0.37111 4.28323 -0.31210  0.084
H: 0.66684 0.51704 0.63493  0.051
H: 0.51242 0.14807 2.16214  0.064

Values from the calculation:
Molecular weight: 161.2 g mol⁻¹
ΔE to the lowest compared entry with this formula, charge and spin: 173.0 kJ/mol
SMILES: COC[C@H](C)N.O.O.O.O
LUMO: 0.295 eV

C24H43N2OP3Tl | ωB97M-V/def2-TZVPD

Each line ends with the Löwdin charge.
Atoms and positions in Å:
Tl: -0.09736 1.04926 -0.04137  0.966
P: -1.43974 -2.10242 0.94937  0.817
P: 1.28528 -1.66745 2.37599  0.828
P: 1.92668 -2.40079 -1.48802  0.900
H: -0.89684 5.23348 -4.45307  0.069
C: -0.98865 4.36814 -5.12561  -0.061
C: -2.09665 3.61318 -5.16006  -0.073
H: -2.95368 3.79404 -4.48871  0.071
C: -3.01754 -1.46890 1.64488  -0.236
C: -1.29944 -3.66756 1.90435  -0.264
C: -2.04281 -2.72127 -0.67161  -0.238
C: 2.79535 -0.63151 2.48047  -0.242
C: 0.46784 -1.13113 3.94132  -0.242
C: 1.96785 -3.28801 2.95503  -0.230
C: 0.92731 -2.09400 -2.96332  -0.174
C: 1.59989 -4.05439 -0.85357  -0.185
C: 3.69756 -2.15709 -1.70466  -0.175
H: -0.14972 4.17354 -5.80056  0.063
H: -2.22597 2.82634 -5.90797  0.056
H: -3.22600 -0.47054 1.23306  0.056
H: -2.93855 -1.39689 2.73949  0.042
H: -3.83937 -2.15404 1.38399  0.077
H: -1.19881 -3.44405 2.97205  0.043
H: -0.42226 -4.23660 1.57407  0.029
H: -2.19846 -4.27185 1.74652  0.078
H: -1.87806 -1.94313 -1.43493  0.013
H: -3.12341 -2.90462 -0.60270  0.075
H: -1.53742 -3.65132 -0.96263  0.049
H: 3.44858 -1.05302 3.25746  0.070
H: 2.53498 0.40486 2.73701  0.058
H: 3.32421 -0.64099 1.51603  0.039
H: 1.10376 -1.41693 4.78880  0.078
H: -0.51369 -1.60960 4.03960  0.035
H: 0.33228 -0.04458 3.93320  0.034
H: 2.99869 -3.15179 3.30402  0.064
H: 1.96737 -4.00954 2.12767  0.017
H: 1.35577 -3.68783 3.77477  0.068
H: 1.24582 -2.71543 -3.80828  0.088
H: 0.98816 -1.03544 -3.26346  0.049
H: -0.12930 -2.30972 -2.73995  0.052
H: 1.76489 -4.78299 -1.65378  0.088
H: 0.56225 -4.09917 -0.50313  0.026
H: 2.27189 -4.25749 -0.01226  0.055
H: 4.12558 -2.81769 -2.46793  0.089
H: 4.21609 -2.38799 -0.76468  0.071
H: 3.94620 -1.12517 -1.98474  0.076
C: -1.26985 1.00056 -3.03945  -0.429
C: -0.34304 2.09568 -2.81028  -0.109
C: 0.78447 2.16374 -3.62441  -0.074
C: 0.84421 1.41370 -4.80584  -0.035
C: -0.31203 0.72711 -5.23159  -0.052
C: -1.40411 0.57991 -4.39925  0.017
O: -1.79827 0.33521 -2.07722  -0.117
H: 1.30294 -1.59068 -0.50852  -0.052
H: -0.48891 2.77309 -1.95793  0.087
H: 1.58997 2.83090 -3.32916  0.129
H: 1.70639 1.41219 -5.47842  0.133
H: -0.36960 0.30691 -6.22441  0.128
H: -2.31366 0.05511 -4.66531  0.143
N: -2.06542 2.47955 4.33125  0.144
C: -2.09460 1.43128 3.47401  -0.144
N: -1.26852 1.65671 2.44881  -0.005
C: -0.65396 2.88580 2.65553  -0.284
C: 0.34897 3.55919 1.94409  -0.087
C: 0.70420 4.83981 2.35966  -0.060
C: 0.15224 5.40581 3.52408  -0.033
C: -0.77525 4.68137 4.30508  0.025
C: -1.17310 3.43880 3.83836  -0.179
H: -2.58743 2.55442 5.19357  0.177
H: -2.71789 0.54652 3.63194  0.122
H: 0.85117 3.06876 1.10249  0.010
H: 1.42676 5.40450 1.76903  0.120
H: 0.47244 6.40873 3.81607  0.125
H: -1.18862 5.07543 5.23564  0.130

Values from the calculation:
Molecular weight: 672.9 g mol⁻¹
ΔE to the lowest compared entry with this formula, charge and spin: 0.0 kJ/mol
LUMO (spin up / spin down): -9.930 / -11.323 eV
Charge: +3

C2H5IO2 | ωB97M-V/def2-TZVPD

Each line ends with the Löwdin charge.
Atoms and positions in Å:
C: -0.37778 -0.89765 0.55528  -0.091
C: 0.12732 0.39408 -0.09481  -1.035
O: 1.24264 0.09633 -0.90482  -0.105
O: -0.91727 1.10603 -0.73254  -0.090
I: 0.88965 1.77684 1.32004  0.950
H: -1.40683 -0.75685 0.88251  0.087
H: -0.41708 -1.77460 -0.06509  0.080
H: 0.13130 -1.31794 1.38291  0.059
H: 1.86751 0.85623 -0.89681  0.055
H: -1.13945 0.51752 -1.44668  0.091

Values from the calculation:
Molecular weight: 188.0 g mol⁻¹
ΔE to the lowest compared entry with this formula, charge and spin: 51.7 kJ/mol
SMILES: CC(O)(O)I
LUMO: 0.545 eV

C8H15PS | ωB97M-V/def2-TZVPD

Each line ends with the Löwdin charge.
Atoms and positions in Å:
C: 0.87452 3.33177 -0.00705  -0.053
C: 0.67156 -1.26993 2.64538  -0.015
C: 1.18612 2.05291 -0.15397  -0.173
C: 1.08018 -0.22049 1.96588  -0.296
C: 0.66751 -1.49808 -1.13693  -0.086
C: -1.67184 -1.48020 -0.33273  -0.111
C: -0.99106 0.32637 -1.85751  -0.100
C: -0.54513 -0.58409 -0.73356  -0.696
P: -0.02933 0.52041 0.71947  0.538
S: -1.56892 1.38569 1.61502  0.213
H: 1.39272 4.19452 -0.17633  0.027
H: 0.09073 3.49909 0.68165  -0.002
H: 1.33240 -1.47961 3.38370  0.036
H: -0.22849 -1.68087 2.39751  0.032
H: 1.97374 1.78732 -0.70399  -0.004
H: 1.95941 0.33141 2.19590  0.062
H: 1.56371 -1.10031 -1.45828  0.045
H: 0.83453 -2.22916 -0.30448  0.086
H: 0.49155 -2.13048 -1.95315  0.061
H: -1.86896 -1.30493 0.69004  0.014
H: -1.29959 -2.61138 -0.29500  0.130
H: -2.52083 -1.40886 -0.95007  0.066
H: -1.70197 -0.20934 -2.45276  0.073
H: -1.57901 1.04415 -1.33534  0.046
H: -0.11356 0.73409 -2.44341  0.108

Values from the calculation:
Molecular weight: 174.2 g mol⁻¹
ΔE to the lowest compared entry with this formula, charge and spin: 261.1 kJ/mol
SMILES: C=CP(=S)(C=C)C(C)(C)C
LUMO: 0.739 eV

C6H18N3 | ωB97M-V/def2-TZVPD

Each line ends with the Löwdin charge.
Atoms and positions in Å:
C: -1.56650 0.29465 -1.23221  -0.048
C: 0.70288 0.51966 -1.86392  -0.052
C: -0.13143 -1.77696 -1.43914  -0.003
C: -0.73106 -0.91860 1.47145  0.015
C: -0.15114 -0.29883 -0.91224  -0.539
C: 0.18796 -0.20333 0.53508  -0.258
N: 1.91498 -0.21008 2.03593  0.099
N: 1.47113 -0.04774 0.76631  0.014
N: -0.44681 1.96081 1.43467  0.083
H: -1.83830 1.07217 -0.49946  0.069
H: -2.47131 -0.34933 -1.20846  0.101
H: -1.56043 0.77530 -2.25814  0.112
H: 0.30549 0.41587 -2.74519  0.027
H: 0.67331 1.50436 -1.42497  0.101
H: 1.73104 0.10689 -2.00812  0.117
H: 0.95786 -2.10033 -1.56551  0.116
H: -0.76005 -2.51083 -0.92092  0.090
H: -0.55836 -1.57066 -2.45294  0.106
H: -1.70793 -0.59451 1.06230  0.103
H: -0.51622 -0.45082 2.44687  0.100
H: -0.71117 -1.93243 1.40108  0.066
H: 2.78755 0.19590 2.15775  0.088
H: 1.88104 -1.17304 2.39757  0.139
H: 1.99225 0.40976 0.00190  0.172
H: -0.04940 2.64698 0.80491  0.060
H: 0.00547 2.15027 2.34228  0.071
H: -1.41086 2.08487 1.67311  0.054

Values from the calculation:
Molecular weight: 132.2 g mol⁻¹
ΔE to the lowest compared entry with this formula, charge and spin: 309.9 kJ/mol
LUMO: -3.158 eV
Charge: +1

C14H42O14 | ωB97M-V/def2-TZVPD

Each line ends with the Löwdin charge.
Atoms and positions in Å:
C: -4.39831 3.10675 0.79491  -0.227
C: -2.95852 3.14369 1.37020  -0.213
O: -2.54207 4.51368 1.55864  -0.072
O: -5.28404 3.55963 1.81472  -0.071
H: -4.64571 2.06527 0.58950  0.106
H: -4.59738 3.65774 -0.12426  0.115
H: -2.27103 2.63684 0.69302  0.089
H: -2.85674 2.67131 2.34723  0.122
H: -2.94041 4.84505 2.36680  0.069
H: -4.79070 4.16355 2.37462  0.059
C: -2.57052 0.89493 -2.73409  -0.238
C: -3.03555 1.08776 -4.19589  -0.210
O: -2.38498 2.22545 -4.79093  -0.076
O: -3.33811 1.70092 -1.89054  -0.066
H: -1.55843 1.27833 -2.60457  0.117
H: -2.69296 -0.15417 -2.46483  0.099
H: -4.11590 1.07111 -4.33960  0.124
H: -2.79309 0.25394 -4.85471  0.106
H: -1.43215 2.13089 -4.72174  0.082
H: -3.20490 2.54986 -2.31849  0.089
C: -1.78424 -3.41335 -1.41022  -0.157
C: -2.61229 -2.43042 -0.64983  -0.315
O: -3.92007 -2.31131 -1.01674  -0.025
O: -1.52402 -2.94042 -2.76813  -0.091
H: -2.40599 -4.29921 -1.53980  0.126
H: -0.78747 -3.62885 -1.02539  0.115
H: -2.10562 -1.46819 -0.72398  0.101
H: -2.56204 -2.71807 0.40032  0.126
H: -4.31695 -1.68186 -0.41022  0.104
H: -2.38113 -2.92328 -3.20017  0.094
C: 4.40153 2.57623 3.68533  -0.249
C: 3.33995 1.53674 3.14478  -0.245
O: 3.62064 1.18089 1.82230  -0.074
O: 5.65297 1.96203 3.78517  -0.056
H: 4.02730 3.01810 4.60880  0.102
H: 4.46266 3.45725 3.04646  0.112
H: 2.37019 2.01929 3.26657  0.108
H: 3.26552 0.60513 3.70574  0.105
H: 2.77010 0.90630 1.47192  0.006
H: 6.33390 2.63591 3.84704  0.084
C: -0.52521 0.27415 1.25978  -0.241
C: 0.47241 0.67393 0.18501  -0.201
O: 1.73734 0.12621 0.47916  -0.089
O: -0.73397 -1.08023 1.48195  -0.045
H: -1.46793 0.62228 0.83766  0.101
H: -0.25354 0.77430 2.18938  0.122
H: 0.62724 1.74965 0.10148  0.130
H: 0.22954 0.39337 -0.83988  0.108
H: 2.25816 0.03614 -0.32224  0.063
H: 0.09073 -1.57111 1.50470  0.052
C: 2.79641 -2.60064 2.79231  -0.242
C: 2.68452 -3.08427 1.31503  -0.215
O: 1.32835 -3.29677 0.97845  -0.081
O: 2.19056 -3.55517 3.58529  -0.041
H: 2.16447 -1.71300 2.82126  0.103
H: 3.81434 -2.31556 3.05813  0.129
H: 3.20253 -4.01106 1.06843  0.119
H: 3.06193 -2.36239 0.59075  0.098
H: 1.23555 -3.91725 0.25182  0.081
H: 2.48902 -3.44947 4.49158  0.093
C: 1.60479 -1.72609 -2.49173  -0.289
C: 2.86210 -0.90435 -2.62241  -0.203
O: 2.73498 0.50974 -2.28882  -0.073
O: 0.65179 -1.39054 -3.43347  -0.040
H: 1.18447 -1.70714 -1.48621  0.103
H: 2.03904 -2.71452 -2.64177  0.124
H: 3.28828 -0.99537 -3.62150  0.125
H: 3.62932 -1.27892 -1.94478  0.114
H: 3.28326 0.97962 -2.92143  0.088
H: -0.11394 -1.95095 -3.28788  0.033

Values from the calculation:
Molecular weight: 434.5 g mol⁻¹
ΔE to the lowest compared entry with this formula, charge and spin: 189.7 kJ/mol
SMILES: OCCO.OCCO.OCCO.OCCO.OCCO.OCCO.OCCO
LUMO: 0.447 eV